Version i
Below is C6H12 in the gas phase, with properties calculated with wB97M-V/def2-TZVPD.

Each line ends with the natural charge from an NBO analysis.
CARTESIAN COORDINATES (ANGSTROEM)
C1 -2.3024 0.2635 0.4301  -0.61
C2 -0.1644 -0.9863 -0.4357  -0.40
C3 2.2858 -0.4306 0.3499  -0.60
C4 1.0746 -0.0641 -0.4901  -0.21
C5 -1.0649 0.2686 -0.4488  -0.21
C6 0.1693 1.0994 -0.0215  -0.40
H1 -0.2255 -1.5076 0.5294  0.19
H2 2.7633 -1.3458 -0.0204  0.21
H3 3.0359 0.3691 0.3403  0.21
H4 1.9934 -0.6047 1.3936  0.20
H5 0.2133 1.2143 1.0700  0.19
H6 -2.9158 -0.6216 0.2253  0.21
H7 -2.0257 0.2365 1.4908  0.20
H8 -2.9268 1.1487 0.2683  0.21
H9 -0.3003 -1.7209 -1.2366  0.20
H10 -1.3362 0.5151 -1.4825  0.20
H11 0.3163 2.0826 -0.4809  0.20
H12 1.3718 0.0966 -1.5344  0.20

Properties
SMILES = C[C@H]1C[C@@H](C)C1
Charge = 0
E_HOMO = -10.39 eV
Kohn-Sham gap = 11.64 eV

=====

Version ii
Below is C6H12 as an isolated structure, with properties calculated with wB97M-V/def2-TZVPD.

Each line ends with the natural charge from an NBO analysis.
CARTESIAN COORDINATES (ANGSTROEM)
C1 0.9170 0.0758 1.1096  -0.52
C2 -1.0792 1.4475 -0.5765  -0.92
C3 0.8618 -0.6615 -0.8553  -0.42
C4 1.9885 -0.0853 0.0507  -0.40
C5 -0.1489 -0.3260 0.2340  0.11
C6 -1.4173 -1.0505 0.5659  -0.64
H1 -0.4060 2.2630 -0.8790  0.21
H2 -1.8674 1.8395 0.0758  0.20
H3 -1.5235 1.0120 -1.4759  0.21
H4 0.0170 0.9471 0.4317  0.44
H5 -1.9257 -0.5826 1.4133  0.23
H6 2.4472 0.8371 -0.3341  0.19
H7 0.7030 -0.2125 -1.8386  0.22
H8 0.9320 -1.7498 -0.9547  0.22
H9 -1.1372 -2.0694 0.8633  0.23
H10 -2.1037 -1.0988 -0.2827  0.22
H11 2.7920 -0.7981 0.2694  0.20
H12 0.9220 0.2668 2.1760  0.22

Properties
Charge = 0
E_HOMO = -6.69 eV
Kohn-Sham gap = 7.69 eV

=====

Version iii
Below is C6H12 in the gas phase, with properties calculated with wB97M-V/def2-TZVPD.

Each line ends with the natural charge from an NBO analysis.
CARTESIAN COORDINATES (ANGSTROEM)
C1 -0.8437 -1.7584 -0.5678  -0.62
C2 -1.2000 -0.2488 -0.2467  -0.37
C3 0.9049 1.6412 -0.5361  -0.40
C4 0.9188 0.2231 -0.8701  -0.39
C5 0.3500 0.6191 1.7011  -0.61
C6 -0.0515 0.7199 0.2185  -0.10
H1 0.4722 1.5872 2.2201  0.21
H2 1.7844 1.8897 0.0580  0.22
H3 1.6087 -0.5170 -0.5080  0.21
H4 -0.3630 -1.9539 -1.5408  0.20
H5 -1.7799 -2.3328 -0.5850  0.21
H6 1.3151 0.1068 1.7892  0.20
H7 0.4345 -0.0146 -1.8195  0.20
H8 0.6382 2.3871 -1.2743  0.22
H9 -0.2029 -2.2333 0.1881  0.20
H10 -1.8614 -0.3104 0.6062  0.20
H11 -0.3883 0.0593 2.2860  0.21
H12 -1.7362 0.1359 -1.1189  0.21

Properties
SMILES = CCC1(C)CC1
Charge = 0
E_HOMO = -8.49 eV
Kohn-Sham gap = 9.66 eV

=====

The structure with the least stability is version ii.